[1]
C22H42N6O3P2Pd as an isolated structure, computed with ωB97M-V/def2-TZVPD.

Calculated values
energy above the lowest of the compared OMol25 structures with the same formula, charge and spin	76.3	kJ/mol
molecular weight	606.99	g mol⁻¹
multiplicity	1
energy	-60636.2485	eV
net charge	0
HOMO energy	-0.180	Ha
frontier orbital gap	4.47	eV
E_LUMO	-0.4	eV

XYZ file:
```
76
Properties=species:S:1:pos:R:3:forces:R:3:lowdin_charge:R:1
Pd 0.041502 -0.340409 -1.094415 -0.228 -0.151 -0.399 0.3233
C 2.244142 0.475595 1.873026 0.008 0.006 -0.029 -0.0967
N 1.356112 -0.675810 2.003442 -0.039 0.031 -0.130 -0.3061
C 1.881951 -1.895130 1.399428 -0.048 0.021 0.038 -0.1138
P -0.209395 -0.406218 2.368667 0.007 0.032 0.097 0.4548
O -0.787022 0.927404 2.123692 -0.025 0.025 -0.094 -0.2753
O -1.009914 -1.632536 1.678123 -0.099 -0.109 -0.045 -0.2873
P -1.832616 -2.070063 0.361318 -0.011 0.006 0.380 0.4538
O -2.127945 -1.004744 -0.626539 0.348 0.087 0.103 -0.3358
N -3.189436 -2.659412 1.149383 -0.070 0.010 -0.115 -0.2982
C -3.944356 -1.698318 1.944630 -0.007 -0.016 -0.015 -0.1064
C -4.077445 -3.493444 0.346597 0.000 -0.007 -0.005 -0.1102
N -1.135611 -3.417780 -0.235516 0.074 0.021 -0.038 -0.3149
C -0.789362 -4.529746 0.629526 -0.015 -0.003 -0.004 -0.1098
C -0.618048 -3.503088 -1.595454 -0.005 -0.011 0.025 -0.1121
N -0.349221 -0.772224 3.989031 -0.016 -0.023 -0.019 -0.2975
C 0.223107 -2.012566 4.479961 0.006 0.010 0.004 -0.1094
C -1.546847 -0.369365 4.705672 -0.008 -0.003 -0.018 -0.1219
H 3.198169 0.247736 2.354927 0.015 0.005 0.013 0.0816
H 1.806843 1.343724 2.364293 -0.007 -0.006 -0.019 0.0732
H 2.414042 0.698068 0.815217 -0.001 0.002 -0.007 0.0574
H 2.841082 -2.131302 1.871755 -0.004 -0.002 -0.015 0.0862
H 2.015300 -1.762644 0.322294 -0.001 0.028 -0.026 0.0489
H 1.201818 -2.726818 1.572458 0.014 0.016 -0.005 0.0522
H -3.273875 -1.041182 2.489687 0.048 0.037 0.033 0.0546
H -4.565868 -2.234722 2.665176 0.004 0.004 0.000 0.0856
H -4.597715 -1.078978 1.317640 0.002 0.003 0.000 0.0864
H -3.503767 -4.237912 -0.201356 -0.008 0.005 -0.001 0.0717
H -4.662149 -2.905192 -0.371621 -0.005 0.000 0.001 0.0865
H -4.771787 -4.011033 1.011416 0.002 -0.001 0.001 0.0833
H -1.208525 -4.383912 1.623402 0.007 0.002 0.003 0.0765
H 0.296983 -4.634927 0.711905 -0.006 -0.004 -0.003 0.0791
H -1.188406 -5.463188 0.220357 -0.003 -0.003 0.004 0.0846
H -0.830055 -2.582584 -2.135108 -0.012 -0.003 -0.006 0.0417
H -1.074475 -4.358910 -2.104259 0.006 -0.004 -0.007 0.0814
H 0.467422 -3.622513 -1.582736 0.004 0.004 -0.001 0.0809
H 1.182250 -2.197326 4.000745 -0.002 -0.002 0.007 0.0694
H -0.436273 -2.872308 4.298679 -0.003 -0.004 0.003 0.0837
H 0.389682 -1.932923 5.556369 0.000 0.000 0.001 0.0830
H -1.951497 0.536031 4.259787 0.006 0.005 -0.001 0.0706
H -1.293618 -0.163313 5.748684 0.001 0.000 -0.001 0.0817
H -2.317100 -1.151871 4.697605 -0.014 -0.011 -0.017 0.0773
C -2.660467 4.093796 -0.416484 -0.002 0.016 0.017 -0.0612
C -2.524809 2.560792 -0.219804 0.037 -0.028 -0.082 -0.1394
N -1.358681 2.089708 -0.933061 -0.050 0.055 0.064 -0.1912
C -0.167297 2.799748 -0.499998 0.007 -0.029 0.035 -0.1594
C -0.257785 4.273452 -0.961666 0.012 -0.005 -0.006 -0.0562
N -1.661150 4.486990 -1.472777 -0.003 -0.007 0.003 -0.1009
C -1.877263 3.673794 -2.722680 0.000 -0.003 -0.004 -0.0623
C -1.534426 2.205012 -2.364659 0.026 -0.018 0.005 -0.1564
H -2.404912 4.661000 0.478107 -0.003 -0.003 -0.002 0.1289
H -3.642353 4.407822 -0.770488 0.002 -0.004 0.003 0.1247
H -3.403140 2.042722 -0.607104 0.005 0.002 0.011 0.1293
H -2.410746 2.310204 0.832699 0.018 -0.004 0.069 0.1090
H 0.705757 2.300286 -0.926615 -0.001 -0.014 0.006 0.0821
H -0.107181 2.718822 0.584012 0.016 -0.014 0.030 0.1081
H 0.410300 4.499848 -1.792731 0.002 0.003 0.002 0.1297
H -0.093592 4.996199 -0.162802 -0.001 -0.004 0.002 0.1274
H -1.786033 5.470528 -1.694718 -0.004 0.002 0.001 0.1769
H -1.231447 4.093420 -3.493291 0.001 -0.002 0.002 0.1280
H -2.918318 3.818262 -3.011402 0.000 -0.001 -0.004 0.1261
H -0.611499 1.872162 -2.841815 -0.001 -0.010 0.003 0.1079
H -2.331814 1.535042 -2.685195 -0.004 0.007 -0.009 0.1252
C 1.835082 0.059284 -1.760035 0.018 -0.064 0.103 -0.2323
C 2.938221 0.317173 -2.235127 0.010 0.145 0.069 -0.1890
C 4.227501 0.612500 -2.774400 -0.002 -0.015 -0.012 -0.2871
C 4.650349 1.934702 -2.975611 0.002 0.001 0.005 -0.0648
C 5.901511 2.219272 -3.497824 0.001 0.000 -0.002 -0.1128
C 6.773574 1.193066 -3.836829 0.000 0.000 0.001 -0.1217
C 6.372418 -0.122911 -3.644522 0.000 0.000 0.001 -0.1072
C 5.121810 -0.410182 -3.123079 0.001 -0.004 -0.002 -0.0545
H 3.974130 2.737942 -2.710304 -0.001 0.000 -0.001 0.0965
H 6.199856 3.251280 -3.640996 0.001 0.000 0.000 0.0919
H 7.751297 1.415402 -4.244859 0.000 0.000 0.000 0.0896
H 7.041341 -0.934611 -3.904652 0.000 0.000 0.000 0.0942
H 4.811723 -1.436691 -2.977167 -0.001 -0.001 0.001 0.1066
```
Positions in Å, forces in eV/Å.

[2]
A 6-piece molecular cluster, C22H42O11S3 overall at a distorted geometry, computed with ωB97M-V/def2-TZVPD.

Calculated values
energy above the lowest of the compared OMol25 structures with the same formula, charge and spin	292.5	kJ/mol
molecular weight	578.77	g mol⁻¹
multiplicity	1
SMILES	C[C@H]1COC(=O)O1.O=S1(=O)CCCC1.O=S1(=O)CCCC1.O=S1(=O)CCCC1.CC(C)=O.CC(C)=O
energy	-78518.8362	eV
net charge	0
HOMO energy	-0.339	Ha
frontier orbital gap	9.44	eV
E_LUMO	0.2	eV

XYZ file:
```
78
Properties=species:S:1:pos:R:3:forces:R:3:lowdin_charge:R:1
C 10.623947 15.822461 -12.508602 2.328 1.072 0.215 -0.0072
C 11.282159 16.338008 -11.200277 -2.015 2.022 -1.672 -0.3244
C 10.727255 17.760332 -10.810273 -0.535 -1.835 -0.742 -0.0496
O 10.149424 17.514126 -9.505537 0.888 0.435 0.298 0.0602
C 10.231400 16.207334 -9.175546 -2.325 -0.982 2.498 -0.4702
O 9.723966 15.731178 -8.123896 2.374 1.590 -4.317 0.0808
O 10.758705 15.523293 -10.224600 0.082 -1.455 3.093 0.0721
H 10.978458 14.801134 -12.647582 -0.664 -0.088 -0.202 0.0799
H 11.102232 16.442545 -13.266783 -0.134 -0.080 -0.571 0.0713
H 9.553511 16.018258 -12.571245 0.076 -0.471 0.351 0.0877
H 12.363943 16.470519 -11.216850 0.144 -1.050 0.041 0.1493
H 9.887119 17.965737 -11.473655 0.127 0.523 0.042 0.1239
H 11.530001 18.488988 -10.923214 -0.411 0.369 0.875 0.1268
C 14.090363 19.471556 -13.676920 0.203 0.650 0.160 -0.0200
C 14.129044 20.780536 -12.943385 2.318 -0.187 0.261 -0.5207
O 13.448870 20.920526 -11.992210 -1.887 0.953 2.227 0.0864
C 15.218371 21.831762 -13.315484 -0.115 -1.171 -0.191 -0.0116
H 15.069297 19.014086 -13.533660 0.262 0.155 -1.079 0.0876
H 13.772747 19.875412 -14.638235 0.410 -1.269 -0.801 0.0895
H 13.411373 18.745766 -13.229384 -0.470 0.546 -0.153 0.0692
H 15.461220 22.543901 -12.526830 -0.934 0.214 -0.112 0.0798
H 14.950721 22.256232 -14.283106 0.195 0.403 0.131 0.0785
H 16.175388 21.322032 -13.426831 -0.032 -0.356 -0.440 0.0699
C 10.303300 14.109637 -5.290740 0.270 1.690 1.200 -0.0207
C 9.867650 14.105881 -3.821857 0.270 -0.704 1.722 -0.4591
O 9.527545 15.067389 -3.135658 0.275 -0.614 -2.100 0.0386
C 10.034519 12.823181 -3.002428 -0.228 -0.551 -0.787 -0.0390
H 9.400881 14.168877 -5.899199 0.433 -0.080 -0.395 0.0807
H 11.104893 13.441753 -5.606131 -0.820 -0.931 0.258 0.0790
H 10.873453 15.038014 -5.324359 -0.586 0.621 -0.548 0.0789
H 10.450009 11.953312 -3.511144 1.053 0.452 -0.251 0.0647
H 9.099732 12.318989 -2.757369 -0.497 0.909 0.665 0.0764
H 10.601822 13.195567 -2.149430 -0.168 -0.777 0.245 0.0843
C 9.048303 10.022398 -16.205895 0.749 0.946 -0.253 -0.1980
C 9.680384 11.090925 -17.150992 0.885 0.064 -0.379 -0.2134
C 10.726036 11.952291 -16.386375 -0.856 -0.405 1.382 -0.1864
S 9.969964 12.122209 -14.671014 0.678 -0.786 0.557 0.7485
O 9.290486 13.428799 -14.630674 0.900 -1.429 0.365 -0.3714
O 10.911303 11.649489 -13.601691 -1.822 1.472 -2.280 -0.3709
C 8.713330 10.780096 -14.909067 -0.194 0.308 -0.423 -0.2113
H 9.780949 9.221495 -16.106548 0.046 0.055 0.478 0.1125
H 8.164923 9.554114 -16.640011 -0.068 0.251 0.013 0.1127
H 8.975025 11.742618 -17.666615 -0.380 0.071 0.507 0.1100
H 10.206655 10.631011 -17.987433 0.035 -0.339 0.063 0.1071
H 10.903956 12.944790 -16.800380 -0.223 -0.061 0.135 0.0797
H 11.682315 11.478360 -16.164996 -0.086 -0.285 -0.330 0.0947
H 7.786221 11.323982 -15.090022 -0.034 0.104 0.153 0.0978
H 8.589442 10.176764 -14.009762 0.376 0.147 -0.032 0.1028
C 10.848153 16.129022 -16.843201 -2.455 0.287 -0.444 -0.1989
C 9.337430 16.084686 -17.398324 -0.237 0.467 1.851 -0.1786
C 8.527013 17.127075 -16.539044 1.065 0.580 0.044 -0.1827
S 9.650969 18.661726 -16.543425 0.233 -2.136 0.083 0.7011
O 9.810294 19.175036 -15.193727 -0.147 -0.342 -0.626 -0.3560
O 9.377330 19.575573 -17.623404 -0.011 -0.235 0.111 -0.3336
C 11.151742 17.589027 -16.978410 0.543 1.765 -0.382 -0.2346
H 11.488107 15.454353 -17.411868 0.141 0.286 -0.001 0.1064
H 10.845194 15.850182 -15.789481 -0.093 -0.305 -0.051 0.0937
H 8.869416 15.110434 -17.257222 0.129 -0.071 -0.026 0.0941
H 9.203752 16.390453 -18.435976 0.521 -0.129 -0.109 0.1090
H 8.471473 16.917885 -15.470750 0.347 -0.455 0.009 0.0810
H 7.488792 17.301057 -16.821725 0.291 0.338 -0.546 0.0988
H 11.974872 18.010088 -16.401123 -0.068 -0.232 0.325 0.0868
H 11.389103 17.840197 -18.012172 -0.243 0.061 -0.128 0.0975
C 5.238961 15.166877 -9.986310 -0.425 -0.375 1.468 -0.2082
C 6.327238 15.932618 -10.675554 0.497 0.391 -1.527 -0.2439
C 5.587626 16.902947 -11.590349 0.281 -0.118 -0.353 -0.2230
S 4.056858 16.147694 -12.280142 2.671 0.201 -0.449 0.7094
O 4.442603 15.379217 -13.483901 -0.904 0.751 1.716 -0.3602
O 3.068832 17.210744 -12.373822 0.133 -1.170 0.186 -0.3407
C 3.887978 15.034033 -10.804878 1.288 0.730 -0.749 -0.1641
H 5.078291 15.671988 -9.033875 -0.681 0.272 -0.089 0.1119
H 5.713710 14.258971 -9.614259 -0.724 -0.663 -0.465 0.1130
H 7.071387 15.301922 -11.161927 -0.535 -0.381 -0.742 0.1089
H 7.019819 16.466670 -10.024993 -0.593 0.321 0.560 0.1135
H 6.186345 17.205551 -12.449456 -0.201 0.509 0.130 0.0988
H 5.230642 17.698241 -10.936012 -0.001 0.426 -0.516 0.1072
H 3.796655 14.054906 -11.275054 -0.610 -0.017 0.507 0.0932
H 3.033835 15.516573 -10.329808 -0.102 -0.872 0.336 0.0929
```
Positions in Å, forces in eV/Å.

[3]
C22H43N2P3RuSe as an isolated structure at a distorted geometry, computed with ωB97M-V/def2-TZVPD.

Calculated values
<S²>	6.046
molecular weight	608.55	g mol⁻¹
multiplicity	5
energy	-122244.3966	eV
net charge	+4
HOMO energy (alpha / beta)	-0.691 / -0.694	Ha
frontier orbital gap (alpha / beta)	7.87 / 3.78	eV
E_LUMO (alpha / beta)	-10.9 / -15.1	eV

XYZ file:
```
72
Properties=species:S:1:pos:R:3:forces:R:3:lowdin_charge:R:1
Ru -0.069826 -0.108848 0.367211 1.224 0.268 -0.341 0.3243
P -0.934632 1.491719 1.821278 -0.751 1.526 1.237 0.7221
P 1.076323 -2.107210 0.807517 1.243 -2.856 0.576 0.7235
P -2.004597 -1.153827 0.200191 -2.821 -1.442 0.110 0.6231
H -2.776093 3.589303 -7.682765 -0.331 0.048 0.148 0.1371
C -3.753338 3.609204 -7.185263 1.043 -3.177 -2.429 0.1797
C -4.162505 4.666215 -6.467490 -1.385 3.283 1.858 0.2394
H -3.547428 5.565945 -6.377548 -0.133 -0.213 0.030 0.1331
C 0.084878 2.993374 2.062452 0.257 -0.071 -0.267 -0.2418
C -1.068358 0.943819 3.570946 -0.196 -0.427 -0.140 -0.2166
C -2.564881 2.267373 1.456855 0.013 -0.179 -0.133 -0.2299
C 1.331984 -3.371343 -0.534035 -0.161 0.321 -0.283 -0.2484
C 2.840804 -2.090036 1.360554 -0.056 0.582 -0.056 -0.2430
C 0.389322 -3.146730 2.178854 -0.126 0.387 -0.075 -0.2258
C -3.280726 -0.282646 -0.797197 0.151 0.171 -0.015 -0.2149
C -2.911620 -1.536686 1.763295 0.208 0.097 -0.027 -0.2225
C -2.095988 -2.810104 -0.604128 0.170 0.026 -0.023 -0.2412
H -4.413072 2.743507 -7.336741 0.157 0.482 -0.112 0.1288
H -5.160358 4.688587 -6.019280 0.288 -0.005 0.001 0.1343
H 0.379560 3.395236 1.088504 -0.022 0.100 0.145 0.0513
H 0.986165 2.734260 2.630255 -0.342 0.292 -0.124 0.0299
H -0.468484 3.763745 2.612323 0.046 -0.235 -0.088 0.0797
H -0.069952 0.907327 4.019731 -0.211 0.021 0.022 0.0394
H -1.527951 -0.050620 3.645247 0.093 0.320 0.094 0.0358
H -1.672322 1.665418 4.144548 0.208 -0.207 -0.239 0.0860
H -2.469398 2.830086 0.512823 -0.137 -0.199 0.333 0.0618
H -2.824408 2.971748 2.267863 0.184 -0.339 -0.318 0.0807
H -3.361978 1.515869 1.359558 0.264 0.365 0.092 0.0339
H 1.924054 -4.215562 -0.144999 -0.251 0.398 0.052 0.0807
H 1.898371 -2.909810 -1.355788 -0.086 -0.156 0.216 0.0360
H 0.395484 -3.760564 -0.941189 0.220 0.124 0.072 0.0321
H 3.210297 -3.122390 1.471043 -0.275 0.393 -0.077 0.0801
H 2.936793 -1.580012 2.323512 0.140 -0.259 -0.133 0.0331
H 3.460704 -1.570947 0.617687 -0.025 -0.134 0.167 0.0568
H 1.109673 -3.940301 2.438669 -0.270 0.301 -0.206 0.0792
H -0.569789 -3.600727 1.897180 0.279 0.116 0.152 0.0434
H 0.241833 -2.509571 3.063340 -0.045 -0.261 -0.125 0.0484
H -4.269805 -0.714620 -0.584637 0.312 0.054 -0.036 0.0827
H -3.064748 -0.401781 -1.867123 -0.047 -0.003 0.285 0.0404
H -3.308453 0.787699 -0.569160 -0.031 -0.255 -0.127 0.0229
H -3.742034 -2.221104 1.527358 0.273 0.292 0.079 0.0757
H -3.326274 -0.630214 2.225443 0.124 -0.265 -0.105 0.0449
H -2.245993 -2.037094 2.481191 -0.240 0.149 -0.164 0.0378
H -3.115830 -3.206738 -0.484675 0.296 0.224 -0.026 0.0794
H -1.401955 -3.526395 -0.150489 -0.292 0.168 -0.107 0.0226
H -1.875979 -2.721445 -1.676502 -0.039 -0.079 0.324 0.0374
C -1.021415 0.184946 -3.485285 -0.466 0.139 -1.064 -0.5452
C -1.394410 1.538763 -3.407403 -0.144 -0.405 -0.375 -0.1086
C -2.145777 2.096939 -4.462713 0.452 -0.561 0.408 -0.0519
C -2.454129 1.308634 -5.576180 0.157 0.384 0.586 -0.0625
C -2.075878 -0.029862 -5.647980 -0.082 0.198 -0.120 -0.0226
C -1.365365 -0.601016 -4.597658 0.036 0.403 0.369 -0.0964
Se 0.172472 -0.665505 -2.224679 0.147 0.721 -0.352 0.9435
H -0.239491 0.559807 -1.375962 0.220 0.306 0.196 -0.1249
H -1.091054 2.146644 -2.553602 -0.160 -0.054 -0.229 0.0979
H -2.454710 3.145575 -4.397704 0.173 -0.398 -0.014 0.1069
H -2.987390 1.776153 -6.404047 0.158 -0.489 0.191 0.0585
H -2.329593 -0.605890 -6.535659 0.104 -0.014 0.260 0.1358
H -1.053822 -1.638667 -4.637336 -0.082 0.018 -0.141 0.1163
N 2.250341 0.726196 2.668817 1.258 0.374 -1.541 0.2514
C 2.729252 1.180765 1.472541 -0.893 -0.812 1.811 -0.3411
C 3.997672 1.800293 1.449987 0.785 0.599 -0.334 0.1050
C 4.468527 2.318865 0.252989 -0.084 -0.113 0.089 0.0542
C 3.663285 2.182751 -0.880765 1.179 0.757 -0.099 0.0670
C 2.428610 1.572171 -0.773520 -1.964 -1.505 1.066 -0.0624
N 1.956152 1.041186 0.373615 -0.227 0.208 -1.314 0.0142
H 1.444346 0.118186 2.716365 -0.262 0.121 -0.188 0.0673
H 2.825912 0.774194 3.505127 0.047 0.117 -0.067 0.1683
H 4.567314 1.851532 2.371759 0.081 0.104 -0.102 0.1545
H 5.429738 2.815407 0.184965 -0.016 -0.084 0.095 0.1521
H 3.964835 2.549948 -1.861504 0.105 -0.009 0.295 0.1540
H 1.765312 1.431797 -1.639360 0.557 0.249 0.358 0.0751
```
Positions in Å, forces in eV/Å.